(1)
{
  "formula": "C20H39NO19",
  "method": "wB97M-V/def2-TZVPD",
  "e_tot_ev": -61760.7951,
  "lumo_ev": -0.08,
  "total_charge": 0,
  "largest_force_ha_per_bohr": 0.17979,
  "smiles": "CC(=O)OCCNC(=O)O.COC(=O)OC.COC(=O)OC.COC(=O)OC.COC(=O)OC.COC(=O)OC",
  "symbols": ["C", "C", "O", "O", "C", "C", "N", "C", "O", "O", "H", "H", "H", "H", "H", "H", "H", "H", "H", "C", "O", "C", "O", "O", "C", "H", "H", "H", "H", "H", "H", "C", "O", "C", "O", "O", "C", "H", "H", "H", "H", "H", "H", "C", "O", "C", "O", "O", "C", "H", "H", "H", "H", "H", "H", "C", "O", "C", "O", "O", "C", "H", "H", "H", "H", "H", "H", "C", "O", "C", "O", "O", "C", "H", "H", "H", "H", "H", "H"],
  "coordinates": [[-4.8809, 0.4311, -1.4154], [-3.6611, -0.4936, -0.8297], [-3.7616, -1.8323, -1.0577], [-2.4537, -0.0254, -0.1336], [-2.7519, 0.9709, 0.9063], [-1.3144, 1.7829, 1.1740], [-0.6151, 2.1912, -0.1054], [-1.4505, 3.1252, -0.9568], [-1.5040, 2.9568, -2.3074], [-2.2138, 4.2686, -0.4248], [-4.4879, 1.5470, -1.5243], [-5.2790, 0.0864, -2.4678], [-5.7805, 0.4857, -0.6529], [-3.5203, 1.7984, 0.5997], [-3.0509, 0.5199, 1.9514], [-1.5906, 2.7231, 1.8539], [-0.5502, 1.1524, 1.8030], [-0.3196, 1.3741, -0.6870], [-1.9311, 4.4255, 0.5237], [-0.3831, 2.4237, -4.6595], [-0.1952, 1.3402, -5.5679], [1.1017, 1.0932, -5.8817], [2.0706, 1.7052, -5.4601], [1.1338, 0.0475, -6.7457], [2.4444, -0.3268, -7.1656], [-1.4562, 2.5314, -4.4794], [0.1073, 2.2151, -3.7032], [-0.0109, 3.3583, -5.0912], [3.0478, -0.6455, -6.3095], [2.9297, 0.4979, -7.6975], [2.3505, -1.1717, -7.8535], [-1.1665, -8.2903, -0.6430], [-0.9606, -7.0577, 0.0446], [-1.9110, -6.1192, -0.1951], [-2.8822, -6.2518, -0.9232], [-1.5936, -5.0078, 0.5156], [-2.5131, -3.9288, 0.3594], [-0.3485, -8.9657, -0.3780], [-2.1090, -8.7527, -0.3325], [-1.1481, -8.1356, -1.7265], [-3.5095, -4.2168, 0.7100], [-2.5485, -3.5998, -0.6842], [-2.1614, -3.0937, 0.9714], [-0.7922, -1.3884, 5.5526], [-1.9139, -0.6372, 5.0922], [-2.5276, 0.0965, 6.0548], [-2.2009, 0.1545, 7.2299], [-3.5676, 0.7544, 5.4834], [-4.3108, 1.5726, 6.3847], [-0.3796, -1.9360, 4.7009], [-0.0156, -0.7225, 5.9426], [-1.0992, -2.1141, 6.3126], [-3.6749, 2.3569, 6.8080], [-4.7585, 0.9652, 7.1779], [-5.1169, 2.0505, 5.8211], [3.8413, 0.7282, 9.3779], [2.6587, -0.0080, 9.0714], [1.5938, 0.2942, 9.8563], [1.5799, 1.1129, 10.7622], [0.5471, -0.4723, 9.4588], [-0.6515, -0.2598, 10.2020], [4.6276, 0.4062, 8.6897], [3.6762, 1.8009, 9.2345], [4.1719, 0.5193, 10.4004], [-0.9963, 0.7734, 10.0915], [-0.5005, -0.5082, 11.2575], [-1.4212, -0.9239, 9.7992], [7.0016, 1.4368, -11.4155], [5.9681, 2.2457, -10.8569], [6.0105, 2.3504, -9.5046], [6.8326, 1.8253, -8.7701], [4.9800, 3.1405, -9.1112], [4.8990, 3.3409, -7.7014], [6.8707, 1.4234, -12.5010], [7.9862, 1.8604, -11.1927], [6.9287, 0.4086, -11.0471], [5.7996, 3.8406, -7.3301], [4.7420, 2.3886, -7.1846], [4.0399, 3.9868, -7.5006]],
  "lowdin_charge": [-0.02, -0.24, -0.04, -0.09, -0.15, -0.16, 0.03, -0.29, -0.06, 0.03, 0.09, 0.11, 0.11, 0.13, 0.14, 0.13, 0.14, 0.14, 0.11, -0.07, 0.00, -0.56, 0.10, -0.01, -0.05, 0.08, 0.08, 0.10, 0.10, 0.09, 0.09, -0.06, -0.01, -0.56, 0.11, -0.01, -0.07, 0.09, 0.10, 0.10, 0.10, 0.08, 0.09, -0.04, -0.02, -0.56, 0.11, -0.02, -0.05, 0.10, 0.10, 0.10, 0.10, 0.10, 0.09, -0.05, -0.01, -0.56, 0.11, -0.01, -0.06, 0.09, 0.10, 0.10, 0.10, 0.10, 0.09, -0.05, -0.01, -0.56, 0.11, -0.01, -0.05, 0.09, 0.10, 0.10, 0.10, 0.09, 0.10]
}

(2)
{
  "formula": "C20H39NO2",
  "method": "wB97M-V/def2-TZVPD",
  "e_tot_ev": -26958.6136,
  "lumo_ev": 0.56,
  "total_charge": 0,
  "largest_force_ha_per_bohr": 0.01141,
  "smiles": "CCCCCCCC/C=C\\CCCCCCCC(=O)NCCO",
  "e_above_lowest_kj_mol": 6.46,
  "symbols": ["C", "C", "C", "C", "C", "C", "C", "C", "C", "C", "C", "C", "C", "C", "C", "C", "C", "C", "O", "N", "C", "C", "O", "H", "H", "H", "H", "H", "H", "H", "H", "H", "H", "H", "H", "H", "H", "H", "H", "H", "H", "H", "H", "H", "H", "H", "H", "H", "H", "H", "H", "H", "H", "H", "H", "H", "H", "H", "H", "H", "H", "H"],
  "coordinates": [[3.1174, -4.4301, 1.6973], [2.2048, -3.2237, 1.8821], [2.7933, -2.2227, 2.8741], [1.9184, -0.9830, 3.0652], [1.9891, -0.0160, 1.8846], [1.1201, 1.2202, 2.1058], [1.2083, 2.1905, 0.9310], [0.4059, 3.4727, 1.1793], [0.5381, 4.4174, 0.0272], [-0.4308, 4.8557, -0.7628], [-1.8846, 4.4928, -0.6628], [-2.1716, 3.1073, -1.2557], [-1.8356, 3.0369, -2.7434], [-2.1101, 1.6592, -3.3476], [-1.0957, 0.6082, -2.9031], [-1.4326, -0.7792, -3.4444], [-0.3991, -1.8215, -3.0058], [-0.2060, -1.8370, -1.4991], [0.8427, -1.5557, -0.9606], [-1.3191, -2.1694, -0.8016], [-1.3429, -2.2639, 0.6361], [-1.4955, -3.7167, 1.1109], [-1.4060, -3.8334, 2.5066], [4.0857, -4.1207, 1.3090], [3.2766, -4.9400, 2.6457], [2.6799, -5.1387, 0.9973], [1.2357, -3.5612, 2.2557], [2.0523, -2.7407, 0.9161], [2.9177, -2.7214, 3.8392], [3.7840, -1.9123, 2.5335], [2.2421, -0.4554, 3.9671], [0.8838, -1.2977, 3.2256], [3.0263, 0.2999, 1.7492], [1.6778, -0.5141, 0.9664], [1.4387, 1.7295, 3.0199], [0.0796, 0.9147, 2.2473], [2.2549, 2.4522, 0.7596], [0.8434, 1.6980, 0.0268], [-0.6388, 3.2207, 1.3609], [0.7967, 3.9577, 2.0797], [1.5527, 4.7481, -0.1593], [-0.1755, 5.5285, -1.5712], [-2.4799, 5.2382, -1.1942], [-2.2003, 4.4990, 0.3830], [-1.5834, 2.3679, -0.7125], [-3.2296, 2.8701, -1.1136], [-0.7828, 3.2878, -2.8855], [-2.4317, 3.7836, -3.2741], [-3.1162, 1.3371, -3.0653], [-2.0834, 1.7341, -4.4375], [-0.1002, 0.8980, -3.2446], [-1.0662, 0.5616, -1.8136], [-1.4633, -0.7500, -4.5360], [-2.4290, -1.0668, -3.0982], [0.5683, -1.5905, -3.4530], [-0.7049, -2.8164, -3.3378], [-2.1453, -2.4563, -1.3009], [-0.3941, -1.8632, 0.9999], [-2.1664, -1.6551, 1.0318], [-0.6786, -4.3200, 0.7087], [-2.4497, -4.1293, 0.7457], [-2.0852, -3.2855, 2.9158]],
  "lowdin_charge": [-0.11, -0.27, -0.22, -0.22, -0.22, -0.22, -0.21, -0.21, -0.12, -0.13, -0.21, -0.21, -0.21, -0.21, -0.21, -0.21, -0.11, -0.51, 0.06, 0.07, -0.16, -0.26, -0.06, 0.07, 0.07, 0.06, 0.09, 0.09, 0.11, 0.11, 0.11, 0.11, 0.12, 0.08, 0.11, 0.11, 0.12, 0.11, 0.10, 0.12, 0.10, 0.10, 0.11, 0.11, 0.09, 0.11, 0.11, 0.11, 0.11, 0.11, 0.13, 0.10, 0.12, 0.11, 0.12, 0.12, 0.14, 0.10, 0.13, 0.12, 0.12, 0.09]
}

(3)
{
  "formula": "C20H39O6PS",
  "method": "wB97M-V/def2-TZVPD",
  "e_tot_ev": -53779.0320,
  "lumo_ev": 0.11,
  "total_charge": 0,
  "largest_force_ha_per_bohr": 0.13565,
  "e_above_lowest_kj_mol": 132.47,
  "symbols": ["C", "C", "C", "C", "C", "C", "C", "O", "S", "O", "O", "P", "O", "O", "O", "C", "H", "H", "H", "H", "H", "H", "H", "H", "H", "H", "H", "C", "C", "C", "C", "C", "C", "H", "H", "H", "H", "H", "H", "H", "H", "H", "H", "H", "H", "H", "H", "C", "C", "C", "C", "C", "C", "H", "H", "H", "H", "H", "H", "H", "H", "H", "H", "H", "H", "H", "H"],
  "coordinates": [[-3.5982, -0.2571, -1.8719], [-4.4063, 0.7326, -0.8942], [-5.8632, 1.2100, -1.1178], [-6.5506, 2.1811, -0.1360], [-5.7755, 2.7239, 1.1105], [-4.3002, 2.2546, 1.3239], [-3.4353, 2.8016, 2.5545], [-3.0168, 4.1603, 2.2361], [-1.4724, 4.2463, 1.5787], [-1.0175, 2.9043, 1.0318], [-1.6684, 5.3652, 0.2860], [-1.3536, 4.6451, -1.2259], [-1.4953, 5.7751, -2.2765], [0.2501, 4.0739, -1.4011], [-2.4531, 3.4373, -1.6753], [-3.6446, 1.2624, 0.3412], [-3.8324, 0.1059, -2.9402], [-2.4826, -0.0049, -1.7113], [-3.8372, -1.3579, -1.7016], [-6.4023, 0.8125, -2.0396], [-7.6341, 2.5175, -0.2806], [-6.2760, 3.4606, 1.8388], [-4.1739, 2.8837, 3.4408], [-2.6055, 2.1038, 2.8996], [0.2107, 3.0829, -1.3333], [-2.3638, 3.2479, -2.6448], [-2.5694, 0.9086, 0.5260], [0.1077, -1.2055, 1.5526], [-0.7549, -1.7543, 0.4250], [-1.1292, -3.2241, 0.6265], [0.0589, -4.1900, 0.6580], [0.9424, -4.1642, -0.5914], [0.2001, -4.5772, -1.8533], [1.0612, -1.7330, 1.6299], [0.3321, -0.1502, 1.3745], [-0.4106, -1.2828, 2.5121], [-0.2424, -1.6166, -0.5328], [-1.6759, -1.1639, 0.3679], [-1.8299, -3.5230, -0.1593], [-1.6824, -3.3239, 1.5681], [-0.3252, -5.2078, 0.8010], [0.6811, -3.9816, 1.5345], [1.7827, -4.8502, -0.4387], [1.3813, -3.1715, -0.7308], [-0.2000, -5.5905, -1.7553], [0.8728, -4.5598, -2.7145], [-0.6314, -3.9017, -2.0744], [3.3894, 1.9227, -0.3554], [3.9994, 0.7348, -1.0869], [3.7116, -0.5991, -0.3941], [4.2881, -0.7268, 1.0189], [5.8040, -0.5407, 1.1146], [6.5822, -1.5880, 0.3327], [3.7952, 2.0331, 0.6525], [3.6033, 2.8481, -0.8957], [2.3031, 1.8184, -0.2824], [5.0777, 0.8841, -1.1989], [3.5878, 0.6972, -2.1014], [4.0855, -1.4135, -1.0223], [2.6252, -0.7435, -0.3396], [4.0258, -1.7171, 1.4125], [3.8012, -0.0050, 1.6829], [6.0970, -0.6008, 2.1684], [6.0900, 0.4594, 0.7758], [6.3517, -2.5943, 0.6941], [7.6573, -1.4257, 0.4432], [6.3540, -1.5487, -0.7363]],
  "lowdin_charge": [-0.09, -0.21, -0.04, -0.06, -0.01, -0.14, -0.21, -0.35, 1.03, -0.46, -0.40, 0.57, -0.33, -0.17, -0.17, -0.01, 0.08, 0.07, 0.08, 0.09, 0.09, 0.10, 0.14, 0.12, 0.07, 0.11, 0.09, -0.10, -0.27, -0.22, -0.22, -0.27, -0.11, 0.06, 0.06, 0.08, 0.10, 0.07, 0.10, 0.11, 0.11, 0.10, 0.11, 0.09, 0.08, 0.07, 0.06, -0.11, -0.26, -0.23, -0.23, -0.27, -0.11, 0.07, 0.07, 0.06, 0.10, 0.11, 0.10, 0.09, 0.11, 0.10, 0.11, 0.10, 0.08, 0.07, 0.07]
}

no.,HOMO energy (eV)
1,-10.395
2,-9.018
3,-8.851